{"formula": "C4H14ClNSi2", "method": "ωB97M-V/def2-TZVPD", "species": ["Cl", "Si", "Si", "N", "C", "C", "C", "C", "H", "H", "H", "H", "H", "H", "H", "H", "H", "H", "H", "H", "H", "H"], "positions_angstrom": [[1.68760, 2.24436, 0.52395], [-1.82319, 1.13818, -0.69085], [1.36588, 0.29896, -0.06452], [-0.20192, -0.31419, 0.13488], [-0.66606, -1.44916, 0.89260], [2.01518, 0.31301, -1.89938], [-2.17783, 1.86484, 0.92796], [2.68387, -0.52622, 1.04444], [1.41771, 0.84292, -2.59931], [-0.94954, -2.15199, 0.23823], [-1.39723, -1.09459, 1.62095], [-1.53894, 2.74790, 1.05545], [3.02752, -1.60625, 0.69288], [2.85713, 1.04356, -1.79719], [-2.16342, 1.09019, 1.74205], [0.23388, -1.78905, 1.40821], [3.63869, -0.01614, 1.05342], [2.49180, -0.61103, -2.21864], [-3.28650, 2.19943, 0.85600], [-1.10515, 1.85737, -1.71025], [-3.00773, 0.38289, -1.29282], [2.33259, -0.78572, 2.04612]], "forces_ev_per_angstrom": [[-0.458, 1.067, 0.172], [1.970, -3.805, 1.048], [0.813, -1.617, -0.982], [-1.546, 3.206, -2.231], [2.083, 3.355, 2.044], [1.428, 1.135, 2.299], [-2.476, 0.654, 0.423], [0.185, -3.215, -1.059], [-0.966, -0.200, -0.843], [-1.690, -2.936, -1.911], [-0.312, -0.690, 0.106], [-0.146, -0.405, 0.534], [-0.930, 1.924, 0.174], [-0.207, -0.568, 0.016], [0.384, 0.940, -0.748], [-0.288, -0.497, 0.473], [-0.076, 0.555, 0.246], [-0.528, -0.146, -0.255], [1.670, -0.186, 0.322], [0.233, 0.496, -0.326], [0.809, 0.297, 0.353], [0.046, 0.636, 0.146]], "lowdin_charge": [0.307, 0.730, -0.019, -0.318, -0.206, -0.209, -0.306, -0.244, -0.009, 0.026, 0.065, 0.021, 0.068, 0.016, 0.042, 0.065, 0.007, 0.019, 0.054, -0.070, -0.049, 0.012], "charge": 0, "gap_ev": 8.84, "e_tot_ha": -1254.75157, "de_lowest_ev": 1.4096, "largest_force_ev_per_a": 4.446}

{"formula": "CH3F2N4", "method": "ωB97M-V/def2-TZVPD", "species": ["F", "F", "N", "N", "N", "N", "C", "H", "H", "H"], "positions_angstrom": [[2.54299, -0.62423, -0.37573], [2.28416, 1.44204, -0.00945], [1.61223, 0.33460, 0.29898], [-1.80054, -0.11036, -0.18719], [0.36719, 0.32149, 0.20779], [-2.94607, 0.05463, -0.24677], [-0.56017, -0.50966, -0.23594], [2.25633, 0.02390, 2.10208], [-0.26151, -1.48985, -0.52605], [-3.49462, 0.55745, -1.02770]], "forces_ev_per_angstrom": [[-1.879, 0.148, 0.236], [-0.756, 1.306, -0.283], [2.284, -3.045, 3.812], [2.897, -1.305, -1.590], [0.438, 1.923, -0.729], [-3.368, 0.795, 0.915], [0.231, 1.279, 0.707], [-0.865, 0.490, -2.742], [-0.626, -0.904, -0.623], [1.643, -0.688, 0.296]], "lowdin_charge": [-0.019, 0.098, -0.190, 0.069, 0.089, 0.274, -0.039, 0.364, 0.161, 0.191], "charge": 1, "gap_ev": 6.82, "e_tot_ha": -457.94100, "de_lowest_ev": 6.0170, "largest_force_ev_per_a": 5.387}

{"formula": "C4H6IN", "method": "ωB97M-V/def2-TZVPD", "species": ["I", "N", "C", "C", "C", "C", "H", "H", "H", "H", "H", "H"], "positions_angstrom": [[-3.86805, 0.02222, -0.07572], [0.40448, 1.27646, 0.29228], [-0.79653, -0.96274, 0.19507], [1.44884, 0.97595, -0.38049], [-0.79418, 0.53774, 0.19295], [-2.03517, 1.09717, 0.25636], [1.45273, 0.26389, -1.29074], [2.27650, 1.68333, -0.38410], [-1.15203, -1.24560, -0.73725], [-1.41920, -1.52451, 0.88986], [-2.20371, 2.16800, 0.19434], [0.17244, -1.31406, 0.35561]], "forces_ev_per_angstrom": [[1.026, 0.565, 0.308], [0.348, -0.208, -0.234], [0.308, 0.399, 0.788], [-1.450, 0.165, -2.008], [-2.356, -0.490, 1.235], [0.858, 0.418, -0.908], [-0.026, 0.510, 1.679], [0.165, -0.314, 0.566], [-0.380, -0.929, -2.012], [-0.262, 0.762, 0.397], [0.046, -0.150, 0.217], [1.724, -0.728, -0.029]], "lowdin_charge": [0.765, 0.022, -0.133, -0.034, -0.455, -0.515, 0.110, 0.064, 0.038, 0.066, 0.022, 0.051], "smiles": "C=N/C(C)=C/I", "charge": 0, "gap_ev": 8.95, "e_tot_ha": -508.38728, "de_lowest_ev": 1.2357, "largest_force_ev_per_a": 2.705}